2 unconnected molecules or ions with the total composition C5H8O2. Source: the Open Molecules 2025 dataset; level of theory: the ωB97M-V functional and the def2-TZVPD basis.

Output
SMILES = O=C1C[C@@]2(O)C[C@@H]12.[H][H]
2S+1 = 1
largest force on an atom = 0.5 eV/Å
LUMO = 0.6332 eV
relative energy (zero: lowest compared OMol25 entry of this formula, charge and spin) = 287.7 kJ/mol
total charge = 0

Bonds (Å) are listed after each position.
Atoms and positions in Å:
1 O 2.34 0.11 -0.79  C2 1.201
2 C 1.18 0.08 -0.47  O1 1.201, C3 1.543, C7 1.503
3 C 0.07 1.14 -0.44  C2 1.543, C4 1.533, H8 1.097, H9 1.095
4 C -0.87 0.03 0.04  C3 1.533, O5 1.380, C6 1.487, C7 1.521
5 O -1.84 0.19 1.01  C4 1.380, H10 0.966
6 C -0.86 -1.10 -0.92  C4 1.487, C7 1.523, H11 1.086, H12 1.088
7 C 0.27 -0.98 0.09  C2 1.503, C4 1.521, C6 1.523, H13 1.086
8 H 0.28 1.86 0.37  C3 1.097
9 H -0.17 1.68 -1.36  C3 1.095
10 H -2.66 0.43 0.57  O5 0.966
11 H -1.55 -1.91 -0.70  C6 1.086
12 H -0.65 -0.94 -1.97  C6 1.088
13 H 0.49 -1.75 0.82  C7 1.086
14 H 2.29 0.58 1.67  H15 0.743
15 H 1.67 0.60 2.09  H14 0.743